i:
Entry from OMol25: a 2-piece molecular cluster, C2H3Cl2NS overall (ωB97M-V with the def2-TZVPD basis set).

- E_LUMO: -0.36 eV
- HOMO energy: -0.300 Ha
- Frontier orbital gap: 7.80 eV

Geometry as ORCA input:
```
! RIJCOSX wB97M-V def2-TZVPD def2/J DEFGRID3
* xyz 0 1
C 0.788 0.506 0.750
C -0.756 0.380 -1.160
N -0.077 -0.037 0.032
S 1.240 -1.480 2.235
Cl 1.616 1.824 1.291
Cl 0.117 -2.535 1.062
H -0.110 0.833 -1.996
H -1.488 1.014 -0.734
H -1.329 -0.505 -1.480
*
```

These are the Löwdin partial charges, in e, on atoms 1 to 8: -0.81, -0.10, -0.16, 0.05, 0.73, 0.03, 0.12, 0.07



ii:
Entry from OMol25: a 2-piece molecular cluster, C2H3Cl2NS overall (ωB97M-V with the def2-TZVPD basis set).

- E_LUMO (alpha / beta): -0.81 / -0.81 eV
- HOMO energy (alpha / beta): -0.343 / -0.343 Ha
- Frontier orbital gap (alpha / beta): 8.53 / 8.53 eV
- SMILES string: [H]/N=C\Cl.S=CCl

Geometry as ORCA input:
```
! RIJCOSX wB97M-V def2-TZVPD def2/J DEFGRID3
* xyz 0 1
H -1.335 0.204 1.033
N -0.812 0.822 0.469
C 0.138 1.501 0.858
Cl 0.949 1.255 2.494
H 0.656 2.242 0.097
S -0.095 -2.885 -2.091
C -0.032 -1.422 -1.343
Cl 1.266 -1.121 -0.189
H -0.733 -0.596 -1.329
*
```

These are the Löwdin partial charges, in e, on atoms 1 to 8: 0.05, -0.01, -0.67, 0.46, 0.12, 0.60, -1.07, 0.53



Which is the most stable structure? ii is the most stable.



i:
Entry from OMol25: C12H28FN4O6V as an isolated structure (ωB97M-V with the def2-TZVPD basis set).

- E_LUMO: -3.60 eV
- HOMO energy: -0.335 Ha
- Frontier orbital gap: 5.52 eV

Geometry as ORCA input:
```
! RIJCOSX wB97M-V def2-TZVPD def2/J DEFGRID3
* xyz 0 1
O 15.560 -9.332 16.711
V 16.537 -9.472 18.045
O 17.858 -8.509 17.856
F 15.177 -11.186 18.799
C 18.395 -10.527 22.266
C 17.313 -10.426 21.157
O 17.634 -10.193 19.992
N 16.025 -10.675 21.508
C 15.544 -10.598 22.807
H 19.297 -10.110 21.817
H 18.607 -11.560 22.538
H 18.169 -9.897 23.126
H 15.413 -10.850 20.723
H 14.491 -10.853 22.928
H 15.762 -9.665 23.327
H 16.173 -11.311 23.340
C 11.843 -10.928 17.810
C 11.546 -10.163 19.048
O 10.439 -9.819 19.293
N 12.573 -9.826 19.805
C 12.483 -9.012 20.984
H 11.036 -10.898 17.077
H 12.058 -11.968 18.052
H 12.713 -10.484 17.327
H 13.480 -10.134 19.484
H 13.201 -9.431 21.689
H 11.478 -8.904 21.392
H 12.847 -8.022 20.712
C 17.281 -13.931 20.180
C 15.985 -14.367 20.862
O 15.949 -15.337 21.621
N 14.928 -13.609 20.601
C 13.556 -13.846 21.080
H 18.041 -13.878 20.960
H 17.169 -12.959 19.698
H 17.591 -14.650 19.422
H 15.101 -12.868 19.938
H 13.290 -13.229 21.938
H 13.355 -14.896 21.292
H 12.827 -13.567 20.318
C 13.976 -14.377 17.292
C 14.102 -13.732 16.005
O 13.637 -14.223 14.978
N 14.589 -12.526 16.035
C 14.784 -11.661 14.932
H 13.014 -14.095 17.718
H 14.682 -13.962 18.011
H 14.178 -15.447 17.234
H 14.620 -12.125 16.961
H 13.957 -10.951 14.912
H 14.904 -12.181 13.982
H 15.720 -11.138 15.127
*
```

These are the Löwdin partial charges, in e, on atoms 1 to 8: -0.30, 1.16, -0.29, -0.48, 0.03, -0.46, -0.06, 0.02



ii:
Entry from OMol25: C12H28FN4O6V as an isolated structure (ωB97M-V with the def2-TZVPD basis set).

- E_LUMO: -1.35 eV
- HOMO energy: -0.339 Ha
- Frontier orbital gap: 7.87 eV

Geometry as ORCA input:
```
! RIJCOSX wB97M-V def2-TZVPD def2/J DEFGRID3
* xyz 0 1
O -1.360 1.392 3.096
V -1.747 0.201 2.173
O -3.299 -0.102 2.331
F 0.030 -0.346 1.246
C -2.907 -3.564 -1.307
C -2.158 -2.595 -0.412
O -2.688 -1.891 0.449
N -0.808 -2.568 -0.543
C -0.038 -3.385 -1.472
H -2.628 -4.563 -0.969
H -2.574 -3.438 -2.338
H -3.986 -3.468 -1.293
H -0.354 -1.976 0.143
H -0.381 -4.412 -1.573
H 0.969 -3.439 -1.059
H -0.028 -2.929 -2.463
C 3.342 -1.499 0.689
C 3.434 -1.240 2.184
O 4.307 -1.760 2.852
N 2.462 -0.483 2.734
C 2.259 -0.225 4.126
H 2.427 -1.135 0.225
H 3.422 -2.568 0.512
H 4.180 -0.980 0.221
H 1.656 -0.269 2.154
H 2.938 -0.824 4.737
H 1.276 -0.459 4.542
H 2.480 0.832 4.299
C 0.918 -0.177 -2.456
C 1.404 1.201 -2.040
O 1.743 2.048 -2.858
N 1.475 1.378 -0.712
C 1.818 2.632 -0.051
H 0.396 -0.624 -1.607
H 1.813 -0.770 -2.647
H 0.212 -0.104 -3.277
H 1.177 0.680 -0.047
H 1.017 2.965 0.611
H 1.978 3.408 -0.794
H 2.713 2.457 0.547
C -2.389 1.349 -2.144
C -2.212 2.008 -0.793
O -2.101 1.346 0.235
N -2.272 3.352 -0.803
C -2.130 4.137 0.417
H -2.004 0.330 -2.089
H -1.772 1.798 -2.924
H -3.454 1.317 -2.364
H -2.256 3.862 -1.667
H -3.080 4.570 0.737
H -1.480 4.985 0.202
H -1.743 3.544 1.239
*
```

These are the Löwdin partial charges, in e, on atoms 1 to 8: -0.31, 1.02, -0.31, -0.46, 0.01, -0.51, -0.01, 0.01



Which is the most stable structure? ii is the most stable.



i:
Entry from OMol25: a 2-piece molecular cluster, C4H15N3O overall (ωB97M-V with the def2-TZVPD basis set).

- E_LUMO: 0.63 eV
- HOMO energy: -0.317 Ha
- Frontier orbital gap: 9.26 eV
- SMILES string: NCC[C@H](N)CN.O

Geometry as ORCA input:
```
! RIJCOSX wB97M-V def2-TZVPD def2/J DEFGRID3
* xyz 0 1
N -2.059 1.112 1.463
C -2.450 0.162 0.412
C -1.389 -0.839 -0.012
C -0.081 -0.205 -0.455
N -0.284 1.028 -1.218
C 0.729 -1.249 -1.264
N 2.156 -1.028 -1.348
H -2.226 2.048 1.120
H -1.057 1.078 1.619
H -2.787 0.707 -0.478
H -3.361 -0.339 0.742
H -1.185 -1.534 0.797
H -1.843 -1.467 -0.783
H 0.547 0.002 0.409
H 0.614 1.292 -1.610
H -0.875 0.818 -2.013
H 0.515 -2.268 -0.932
H 0.323 -1.246 -2.283
H 2.383 -0.076 -1.574
H 2.687 -1.408 -0.588
O 2.642 0.638 2.018
H 2.814 0.471 2.946
H 2.553 1.561 1.993
*
```

These are the Löwdin partial charges, in e, on atoms 1 to 8: 0.00, -0.30, -0.18, -0.42, 0.05, -0.27, 0.01, 0.06



ii:
Entry from OMol25: a 2-piece molecular cluster, C4H15N3O overall (ωB97M-V with the def2-TZVPD basis set).

- E_LUMO: 0.68 eV
- HOMO energy: -0.311 Ha
- Frontier orbital gap: 9.15 eV
- SMILES string: NCCCNCN.O

Geometry as ORCA input:
```
! RIJCOSX wB97M-V def2-TZVPD def2/J DEFGRID3
* xyz 0 1
N 0.878 2.790 1.630
C 1.502 1.705 0.912
C 0.554 0.675 0.242
C -0.089 1.174 -1.076
N -1.479 0.762 -1.232
C -1.763 -0.511 -1.795
N -0.973 -1.688 -1.329
H 0.400 2.436 2.446
H 0.203 3.374 1.102
H 2.265 2.108 0.212
H 2.266 1.184 1.510
H 1.072 -0.275 0.114
H -0.255 0.514 0.997
H 0.564 0.979 -1.986
H -0.127 2.271 -0.920
H -1.944 0.898 -0.352
H -2.832 -0.710 -1.658
H -1.566 -0.540 -2.892
H -1.528 -2.288 -0.742
H -0.011 -1.776 -1.575
O 1.207 -3.849 1.990
H 1.320 -4.747 2.338
H 0.255 -3.806 2.175
*
```

These are the Löwdin partial charges, in e, on atoms 1 to 8: -0.02, -0.33, -0.20, -0.23, -0.10, -0.32, 0.01, 0.06



Which is the most stable structure? i is the most stable.



i:
Entry from OMol25: one molecule with the formula C17H26O4 (ωB97M-V with the def2-TZVPD basis set).

- E_LUMO: 0.75 eV
- HOMO energy: -0.317 Ha
- Frontier orbital gap: 9.38 eV
- SMILES string: CC(=O)OC(C)(C)[C@@H]1CC[C@@]2(C)CO[C@]3(C)C=CO[C@]23C1

Geometry as ORCA input:
```
! RIJCOSX wB97M-V def2-TZVPD def2/J DEFGRID3
* xyz 0 1
C 3.343 -2.332 2.265
C 2.359 -1.510 1.438
O 2.503 -0.281 1.480
O 1.471 -2.213 0.679
C 0.791 -1.520 -0.421
C 0.229 -2.670 -1.246
C 1.785 -0.806 -1.370
C -0.318 -0.563 0.075
C -1.186 -1.288 1.186
C -2.147 -0.285 1.827
C -3.101 0.424 0.827
C -4.243 -0.608 0.491
C -3.552 1.692 1.550
O -2.488 2.617 1.318
C -2.040 2.431 -0.016
C -0.576 2.850 -0.169
C -2.902 3.241 -0.972
C -3.610 2.363 -1.734
O -3.273 1.052 -1.572
C -2.395 0.967 -0.433
C -1.282 0.041 -0.979
H 4.380 -2.116 2.024
H 3.243 -3.428 2.149
H 3.221 -2.044 3.323
H 1.004 -3.390 -1.476
H -0.511 -3.228 -0.646
H -0.307 -2.388 -2.178
H 2.693 -1.428 -1.548
H 1.323 -0.591 -2.332
H 2.070 0.177 -0.991
H 0.207 0.254 0.575
H -0.567 -1.697 1.965
H -1.750 -2.126 0.757
H -1.576 0.440 2.431
H -2.705 -0.856 2.579
H -4.806 -0.835 1.401
H -4.984 -0.156 -0.155
H -3.835 -1.518 0.018
H -4.463 2.039 1.068
H -3.771 1.571 2.617
H -0.144 2.618 -1.142
H 0.060 2.387 0.581
H -0.524 3.952 -0.036
H -2.988 4.316 -0.989
H -4.351 2.768 -2.398
H -1.782 -0.816 -1.488
H -0.675 0.583 -1.735
*
```

These are the Löwdin partial charges, in e, on atoms 1 to 8: 0.01, -0.47, 0.07, 0.02, -0.48, -0.03, -0.02, -0.21



ii:
Entry from OMol25: one molecule with the formula C17H26O4 (ωB97M-V with the def2-TZVPD basis set).

- E_LUMO: 0.66 eV
- HOMO energy: -0.313 Ha
- Frontier orbital gap: 9.17 eV
- SMILES string: CC(=O)OC(C)(C)[C@@H]1CC[C@@]2(C)CO[C@]3(C)C=CO[C@]23C1

Geometry as ORCA input:
```
! RIJCOSX wB97M-V def2-TZVPD def2/J DEFGRID3
* xyz 0 1
C -1.752 0.573 -4.908
C -0.885 1.517 -4.080
O -0.284 2.514 -4.579
O -0.989 1.068 -2.791
C -0.012 1.448 -1.734
C -0.315 2.856 -1.231
C 1.481 1.483 -2.270
C -0.177 0.351 -0.605
C -1.648 0.258 -0.172
C -1.823 0.181 1.306
C -0.839 -0.932 1.932
C -1.267 -0.859 3.454
C -0.927 -2.383 1.501
O 0.406 -2.856 2.049
C 1.308 -1.827 1.736
C 2.077 -2.269 0.483
C 2.363 -1.701 2.919
C 2.248 -0.433 3.460
O 1.211 0.256 2.869
C 0.644 -0.459 1.746
C 0.794 0.608 0.598
H -1.117 0.133 -5.711
H -2.262 -0.151 -4.269
H -2.539 1.238 -5.415
H 0.017 3.539 -2.048
H 0.367 3.189 -0.434
H -1.377 2.989 -1.040
H 2.064 1.977 -1.537
H 1.773 0.458 -2.252
H 1.722 1.849 -3.266
H 0.147 -0.647 -0.950
H -2.105 -0.648 -0.580
H -2.188 1.096 -0.520
H -1.620 1.201 1.741
H -2.852 -0.132 1.568
H -0.673 -1.500 4.091
H -1.135 0.040 3.790
H -2.261 -1.132 3.596
H -0.821 -2.560 0.457
H -1.804 -2.864 1.932
H 2.554 -1.470 -0.189
H 1.350 -2.718 -0.237
H 2.703 -3.149 0.742
H 3.061 -2.414 3.355
H 2.871 0.034 4.273
H 0.639 1.598 1.059
H 1.872 0.651 0.162
*
```

These are the Löwdin partial charges, in e, on atoms 1 to 8: 0.01, -0.45, 0.04, 0.00, -0.42, -0.02, 0.00, -0.20



Which is the most stable structure? i is the most stable.



i:
Entry from OMol25: a 2-piece molecular cluster, C3H4FN3 overall (ωB97M-V with the def2-TZVPD basis set).

- E_LUMO: -0.38 eV
- HOMO energy: -0.312 Ha
- Frontier orbital gap: 8.10 eV

Geometry as ORCA input:
```
! RIJCOSX wB97M-V def2-TZVPD def2/J DEFGRID3
* xyz 0 1
C -0.884 -0.359 -0.146
C -1.019 -1.328 0.858
C 0.246 0.353 -0.206
N 0.809 -0.738 2.181
N -0.093 -1.334 1.845
N 0.832 1.375 0.280
F -0.857 -2.553 2.935
H -1.532 -0.542 -0.972
H -1.677 -2.047 0.677
H 0.401 2.194 0.701
H 1.715 1.790 -0.067
*
```

These are the Löwdin partial charges, in e, on atoms 1 to 8: -0.07, -0.12, -0.09, 0.24, -0.15, 0.12, -0.38, 0.12



ii:
Entry from OMol25: one molecule with the formula C3H4FN3 (ωB97M-V with the def2-TZVPD basis set).

- E_LUMO: 0.94 eV
- HOMO energy: -0.355 Ha
- Frontier orbital gap: 10.61 eV
- SMILES string: FCc1nc[nH]n1

Geometry as ORCA input:
```
! RIJCOSX wB97M-V def2-TZVPD def2/J DEFGRID3
* xyz 0 1
F 2.455 0.324 -0.892
C 1.840 0.040 0.317
C 0.350 -0.012 0.049
N -0.357 0.813 -0.647
C -1.598 0.476 -0.606
N -1.702 -0.631 0.147
N -0.537 -1.012 0.550
H 2.379 -0.924 0.764
H 2.014 0.901 0.923
H -2.396 0.979 -1.196
H -2.448 -0.953 0.592
*
```

These are the Löwdin partial charges, in e, on atoms 1 to 8: -0.06, -0.14, -0.30, 0.10, -0.17, 0.00, 0.09, 0.16



Which is the most stable structure? ii is the most stable.



i:
Entry from OMol25: one molecule with the formula C4H3FO2 (ωB97M-V with the def2-TZVPD basis set).

- E_LUMO: -0.43 eV
- HOMO energy: -0.346 Ha
- Frontier orbital gap: 9.00 eV
- SMILES string: CC(=O)C(F)=C=O

Geometry as ORCA input:
```
! RIJCOSX wB97M-V def2-TZVPD def2/J DEFGRID3
* xyz 0 1
C -0.193 -0.219 0.148
C -0.489 0.742 1.199
O -1.652 0.967 1.546
C 0.677 1.418 1.852
F 1.817 1.382 1.210
C 0.521 2.018 3.045
O 0.073 2.511 3.977
H 0.010 0.421 -0.699
H 0.793 -0.676 0.303
H -0.792 -1.019 -0.058
*
```

These are the Löwdin partial charges, in e, on atoms 1 to 8: 0.00, -0.40, 0.07, -0.24, 0.08, -0.04, 0.25, 0.11



ii:
Entry from OMol25: a 2-piece molecular cluster, C4H3FO2 overall (ωB97M-V with the def2-TZVPD basis set).

- E_LUMO: -1.50 eV
- HOMO energy: -0.322 Ha
- Frontier orbital gap: 7.27 eV

Geometry as ORCA input:
```
! RIJCOSX wB97M-V def2-TZVPD def2/J DEFGRID3
* xyz 0 1
C -0.694 -0.590 -0.064
C 1.413 0.009 -0.027
C 0.724 1.130 -0.101
C -0.666 0.709 -0.202
H -1.672 -2.385 0.895
H 2.521 -0.101 -0.011
H 1.230 2.143 -0.194
O -1.832 -1.310 -0.251
O 0.722 -1.138 -0.076
F -1.746 1.533 0.032
*
```

These are the Löwdin partial charges, in e, on atoms 1 to 8: -0.32, -0.20, -0.01, -0.21, 0.36, 0.14, 0.14, -0.01



Which is the most stable structure? i is the most stable.